Entry a
Computed, not measured: one molecule with the formula C19H20N2O3S, with ωB97M-V/def2-TZVPD.

Output
LUMO level   -0.170 eV
SMILES   CCOc1ccc(S(=O)(=O)NCc2ccc(C)cc2)c2cccnc12

Bonds (Å) are listed after each position.
Element x y z (Å)
1 S -1.21611 -0.86713 -2.22024  O2 1.437, O4 1.434, N6 1.678, C24 1.782
2 O -1.00063 -0.35790 -3.54644  S1 1.437
3 O 4.17361 -1.18007 0.22293  C8 1.342, C14 1.421
4 O -2.00774 -2.05418 -2.07293  S1 1.434
5 N 1.84796 -1.86834 1.84798  C16 1.347, C22 1.303
6 N -1.93679 0.29146 -1.24424  S1 1.678, C20 1.451, H38 1.010
7 C 4.57107 -3.23930 1.47797  C14 1.523, H37 1.087, H40 1.086, H44 1.086
8 C 2.90265 -1.19136 -0.20927  O3 1.342, C16 1.431, C21 1.388
9 C -2.82317 4.76864 3.27332  C17 1.498, H28 1.090, H41 1.087, H42 1.088
10 C 0.45426 -1.43144 -0.07476  C13 1.412, C16 1.429, C24 1.403
11 C 1.49347 -0.72427 -2.13077  C21 1.390, C24 1.369, H39 1.079
12 C -0.52202 -2.10283 2.01409  C13 1.368, C22 1.404, H34 1.079
13 C -0.68036 -1.75490 0.70041  C10 1.412, C12 1.368, H26 1.077
14 C 4.58095 -1.71602 1.47472  O3 1.421, C7 1.523, H31 1.094, H32 1.092
15 C -2.52976 3.62494 -0.32653  C18 1.386, C19 1.384, H43 1.081
16 C 1.73517 -1.50878 0.55492  N5 1.347, C8 1.431, C10 1.429
17 C -2.46987 3.96390 2.05986  C9 1.498, C19 1.388, C25 1.391
18 C -1.77335 2.46958 -0.20422  C15 1.386, C20 1.505, C23 1.390
19 C -2.86958 4.36506 0.79296  C15 1.384, C17 1.388, H30 1.081
20 C -1.41376 1.63542 -1.40358  N6 1.451, C18 1.505, H27 1.097, H29 1.095
21 C 2.74656 -0.80644 -1.53395  C8 1.388, C11 1.390, H33 1.078
22 C 0.77871 -2.14097 2.54089  N5 1.303, C12 1.404, H35 1.083
23 C -1.36921 2.06438 1.06265  C18 1.390, C25 1.381, H36 1.080
24 C 0.36654 -1.03317 -1.41767  S1 1.782, C10 1.403, C11 1.369
25 C -1.71476 2.80148 2.17804  C17 1.391, C23 1.381, H45 1.081
26 H -1.64872 -1.72936 0.22884  C13 1.077
27 H -1.76834 2.10382 -2.33031  C20 1.097
28 H -1.97176 5.37854 3.57661  C9 1.090
29 H -0.32705 1.52473 -1.47638  C20 1.095
30 H -3.45817 5.26414 0.67888  C19 1.081
31 H 5.60383 -1.34550 1.58857  C14 1.094
32 H 3.95484 -1.32938 2.28142  C14 1.092
33 H 3.63614 -0.56398 -2.09316  C21 1.078
34 H -1.36673 -2.35343 2.63612  C12 1.079
35 H 0.95200 -2.41737 3.57330  C22 1.083
36 H -0.78736 1.15983 1.16425  C23 1.080
37 H 5.13958 -3.61944 0.63257  C7 1.087
38 H -2.94373 0.24181 -1.29745  N6 1.010
39 H 1.38598 -0.41911 -3.15969  C11 1.079
40 H 5.01881 -3.60250 2.39828  C7 1.086
41 H -3.66041 5.43177 3.07081  C9 1.087
42 H -3.08077 4.11814 4.10644  C9 1.088
43 H -2.85470 3.95183 -1.30395  C15 1.081
44 H 3.55138 -3.60873 1.41527  C7 1.086
45 H -1.39516 2.47372 3.15709  C25 1.081


Entry b
Computed, not measured: one molecule with the formula C19H20N2O3S, with ωB97M-V/def2-TZVPD.

Output
LUMO level   0.550 eV
SMILES   CCCOC(=O)[C@@H](C)n1cnc2scc(-c3ccc(C)cc3)c2c1=O

Bonds (Å) are listed after each position.
Element x y z (Å)
1 S -1.24756 -1.39522 4.89092  C9 1.728, C19 1.724
2 O 1.63190 -0.90352 -1.98940  C15 1.430, C21 1.321
3 O -0.39083 -0.58636 0.05234  C22 1.218
4 O 2.43869 -0.26393 0.01315  C21 1.203
5 N 0.77017 -2.22409 1.09518  C10 1.350, C11 1.457, C22 1.411
6 N 0.50295 -2.77071 3.35443  C10 1.287, C19 1.347
7 C -1.70870 0.05689 2.78129  C9 1.361, C16 1.465, C18 1.430
8 C -3.83218 4.24415 -0.55821  C25 1.499, H33 1.089, H41 1.087, H42 1.090
9 C -2.06376 -0.10159 4.08601  S1 1.728, C7 1.361, H40 1.072
10 C 1.05368 -2.94113 2.20332  N5 1.350, N6 1.287, H27 1.079
11 C 1.38602 -2.42755 -0.20906  N5 1.457, C12 1.521, C21 1.542, H43 1.097
12 C 2.57657 -3.37432 -0.21357  C11 1.521, H29 1.088, H34 1.088, H36 1.088
13 C -3.61478 1.36459 1.89270  C16 1.391, C24 1.382, H32 1.081
14 C -1.92017 2.89936 0.34795  C20 1.380, C25 1.391, H45 1.081
15 C 1.99924 0.33888 -2.59586  O2 1.430, C17 1.523, H26 1.095, H28 1.095
16 C -2.24704 1.11292 1.92085  C7 1.465, C13 1.391, C20 1.392
17 C 2.58346 0.07428 -3.97777  C15 1.523, C23 1.524, H37 1.091, H39 1.091
18 C -0.74184 -0.92156 2.39205  C7 1.430, C19 1.392, C22 1.437
19 C -0.39341 -1.76848 3.44012  S1 1.724, N6 1.347, C18 1.392
20 C -1.40069 1.89796 1.14293  C14 1.380, C16 1.392, H35 1.079
21 C 1.85345 -1.04090 -0.69395  O2 1.321, O4 1.203, C11 1.542
22 C -0.16227 -1.16453 1.09933  O3 1.218, N5 1.411, C18 1.437
23 C 3.91148 -0.66930 -3.89998  C17 1.524, H30 1.088, H31 1.087, H38 1.087
24 C -4.12629 2.36762 1.09116  C13 1.382, C25 1.388, H44 1.081
25 C -3.28802 3.14740 0.30596  C8 1.499, C14 1.391, C24 1.388
26 H 2.72295 0.84491 -1.94847  C15 1.095
27 H 1.78640 -3.72851 2.12324  C10 1.079
28 H 1.09188 0.94758 -2.66200  C15 1.095
29 H 2.28051 -4.38441 0.06069  C12 1.088
30 H 4.63754 -0.09533 -3.32846  C23 1.088
31 H 3.77573 -1.63324 -3.41539  C23 1.087
32 H -4.28042 0.75652 2.48852  C13 1.081
33 H -3.41374 4.18434 -1.56135  C8 1.089
34 H 3.34981 -3.01901 0.46435  C12 1.088
35 H -0.33609 1.72492 1.16550  C20 1.079
36 H 2.98715 -3.40419 -1.22026  C12 1.088
37 H 2.72253 1.03469 -4.47617  C17 1.091
38 H 4.31128 -0.83889 -4.89649  C23 1.087
39 H 1.86592 -0.51113 -4.55454  C17 1.091
40 H -2.75745 0.49702 4.64287  C9 1.072
41 H -4.91576 4.18694 -0.62560  C8 1.087
42 H -3.56448 5.21632 -0.14357  C8 1.090
43 H 0.61280 -2.77507 -0.90517  C11 1.097
44 H -5.19273 2.54396 1.07350  C24 1.081
45 H -1.25390 3.50173 -0.25309  C14 1.081


Q: Which of them is the least stable? A: entry a.